Entry 1:
DFT (ωB97M-V with the def2-TZVPD basis set) results for a cluster of 2 separate species, C6H12N2O in total in a non-equilibrium geometry.

Geometry as ORCA input:
```
! RIJCOSX wB97M-V def2-TZVPD def2/J DEFGRID3
* xyz 0 1
C 2.0222 -1.5151 -0.6865
C 1.0187 -0.6962 -1.4310
C 0.6259 -0.7631 -2.7382
N -0.3634 0.1649 -2.9045
C -0.6105 0.7133 -1.6743
N 0.2814 0.2888 -0.8330
H 2.8050 -1.8504 -1.3518
H 1.5324 -2.2824 -0.0962
H 2.4580 -0.8458 0.0591
H 0.7902 -1.4681 -3.5382
H -1.0124 0.1886 -3.6691
H -1.3676 1.4424 -1.4531
C -0.4321 1.4148 1.7995
C -1.2165 0.6595 2.8366
O -1.1679 -0.7976 2.6498
H 0.1335 2.2405 2.2374
H -1.1220 1.6283 0.9885
H 0.3797 0.8497 1.3575
H -1.0007 0.7470 3.8957
H -2.3009 0.8126 2.8083
H -1.4528 -0.9318 1.7434
*
```

Properties
HOMO level: -8.764 eV
Relative energy (zero: lowest compared OMol25 entry of this formula, charge and spin): 124.76 kJ/mol
Kohn-Sham gap: 9.50 eV

Entry 2:
DFT (ωB97M-V with the def2-TZVPD basis set) results for a cluster of 11 separate species, C44H88O11 in total in a non-equilibrium geometry.

Geometry as ORCA input:
```
! RIJCOSX wB97M-V def2-TZVPD def2/J DEFGRID3
* xyz 0 1
C -10.7901 -7.1425 18.3871
C -10.9726 -6.3290 17.1676
C -9.6302 -5.5909 17.1871
O -8.7174 -6.3385 17.9431
C -9.3254 -7.5645 18.2362
H -11.4357 -8.0081 18.5358
H -10.9801 -6.5186 19.2605
H -11.7238 -5.5395 17.1888
H -11.1189 -7.0800 16.3913
H -9.6936 -4.5440 17.4838
H -9.2893 -5.4903 16.1567
H -8.9705 -8.0253 19.1580
H -9.1718 -8.2424 17.3966
C -21.7841 1.1933 12.9637
C -21.0194 -0.1204 13.1351
C -19.6328 0.1797 12.5616
O -19.4103 1.5366 13.0843
C -20.7091 2.2228 13.3038
H -22.6115 1.1718 13.6728
H -22.0892 1.3804 11.9341
H -21.2943 -0.9659 12.5044
H -20.8034 -0.4133 14.1625
H -19.5494 0.3072 11.4822
H -18.9875 -0.6200 12.9250
H -20.7947 3.1336 12.7112
H -20.8269 2.4714 14.3585
C -11.6316 0.4531 9.4690
C -12.8413 1.0371 10.2568
C -12.4740 0.9061 11.7256
O -10.9724 0.8502 11.6802
C -10.7381 -0.0422 10.5961
H -11.1928 1.1014 8.7106
H -11.8681 -0.4299 8.8753
H -13.6855 0.4056 9.9797
H -13.0036 2.0796 9.9830
H -12.9242 0.0926 12.2946
H -12.7013 1.7552 12.3701
H -10.9428 -1.0147 11.0438
H -9.7180 0.0935 10.2369
C -17.9097 7.3624 8.3120
C -18.6648 8.6241 8.2261
C -17.6655 9.6373 7.6011
O -16.6003 8.8058 7.1398
C -16.9796 7.4604 7.0825
H -18.4630 6.4667 8.0297
H -17.3212 7.3234 9.2287
H -18.9462 8.9674 9.2217
H -19.5929 8.5894 7.6557
H -17.3813 10.4469 8.2733
H -18.2250 10.1590 6.8246
H -16.1502 6.7540 7.1152
H -17.4871 7.3873 6.1206
C -3.5580 0.8766 14.3623
C -4.3023 2.2189 14.6929
C -2.9978 2.9633 15.1211
O -2.0844 2.0190 15.7037
C -2.4168 0.6849 15.4298
H -3.1152 1.0355 13.3791
H -4.1354 -0.0475 14.3388
H -5.0169 2.0185 15.4912
H -4.7761 2.4847 13.7479
H -3.2230 3.7419 15.8500
H -2.4741 3.3941 14.2678
H -2.7113 0.1787 16.3491
H -1.4834 0.2470 15.0761
C -13.1558 -6.1894 5.5682
C -12.2565 -7.1566 6.3474
C -12.1644 -6.2759 7.6080
O -13.4550 -5.6806 7.8382
C -14.1597 -5.6119 6.5872
H -13.6038 -6.7150 4.7249
H -12.5040 -5.4358 5.1262
H -11.2655 -7.3771 5.9508
H -12.7216 -8.0799 6.6927
H -11.4389 -5.4672 7.5206
H -11.9520 -6.8448 8.5132
H -14.4958 -4.5916 6.4020
H -15.0243 -6.2504 6.7687
C -16.6028 1.2030 18.9629
C -15.2466 0.6049 18.9592
C -15.1610 0.1183 20.4027
O -16.5516 0.1312 20.9234
C -17.4489 0.2970 19.8342
H -17.0076 1.4302 17.9767
H -16.7182 2.1542 19.4825
H -14.5557 1.3780 18.6231
H -15.0588 -0.2247 18.2775
H -14.6654 0.8057 21.0882
H -14.6764 -0.8407 20.5860
H -18.4152 0.7438 20.0683
H -17.6750 -0.6504 19.3449
C -20.5058 0.8475 5.7684
C -21.2613 2.0283 5.1317
C -22.5941 2.0275 5.9247
O -22.6381 0.7278 6.5711
C -21.5494 -0.1449 6.1590
H -19.9000 1.1601 6.6190
H -19.8706 0.2839 5.0850
H -21.5405 1.7657 4.1113
H -20.6506 2.9312 5.1417
H -23.4582 2.0111 5.2604
H -22.6324 2.8014 6.6913
H -21.8292 -0.7585 5.3027
H -21.4904 -0.8533 6.9853
C -3.9670 -5.4331 10.2724
C -4.0331 -6.2862 11.5150
C -5.0586 -7.4013 11.1819
O -5.5115 -7.0705 9.8525
C -4.5315 -6.3129 9.1906
H -2.9513 -5.1223 10.0280
H -4.5178 -4.4965 10.3594
H -4.1896 -5.8577 12.5049
H -3.0693 -6.7725 11.6653
H -5.9650 -7.3620 11.7861
H -4.5868 -8.3839 11.1753
H -4.9861 -5.7606 8.3682
H -3.8835 -7.0124 8.6625
C -15.4279 8.5825 17.1604
C -15.5906 8.6982 15.6202
C -14.7357 7.5619 15.0518
O -13.9531 7.1086 16.2231
C -13.9936 8.0948 17.2088
H -16.0999 7.8395 17.5899
H -15.5202 9.5221 17.7051
H -15.0908 9.6222 15.3294
H -16.6292 8.7851 15.3012
H -14.0590 7.8972 14.2658
H -15.2768 6.7411 14.5809
H -13.2089 8.7384 16.8112
H -13.6078 7.7049 18.1508
C -9.1683 8.9104 7.6848
C -9.5740 8.1828 9.0017
C -8.2612 7.8910 9.6531
O -7.4655 8.9820 9.2605
C -7.9365 9.6660 8.1219
H -9.9698 9.4974 7.2363
H -8.8189 8.1037 7.0404
H -10.2090 7.3271 8.7724
H -10.0857 8.9438 9.5910
H -7.7907 7.0116 9.2133
H -8.4323 7.7270 10.7171
H -7.1843 9.7541 7.3380
H -8.2398 10.6735 8.4066
*
```

Properties
HOMO level: -9.316 eV
Relative energy (zero: lowest compared OMol25 entry of this formula, charge and spin): 474.85 kJ/mol
Kohn-Sham gap: 9.56 eV

Entry 3:
DFT (ωB97M-V with the def2-TZVPD basis set) results for a cluster of 8 separate species, C22H67O29P7 in total in a non-equilibrium geometry.

Geometry as ORCA input:
```
! RIJCOSX wB97M-V def2-TZVPD def2/J DEFGRID3
* xyz 1 2
C 6.6932 2.1497 2.1439
O 5.5030 1.7302 2.8582
P 4.4023 2.8342 3.2109
O 4.9113 4.2247 3.3640
O 3.3251 2.6423 2.0657
C 2.6860 3.7296 1.5477
O 3.6737 2.2898 4.5840
C 3.4783 0.8566 4.7201
H 7.5842 1.8759 2.7089
H 6.7446 3.2148 1.9181
H 6.6197 1.6058 1.2022
H 1.7628 3.8371 2.1170
H 2.4389 3.4719 0.5178
H 3.2005 4.6905 1.5411
H 4.0584 0.4938 5.5686
H 3.8378 0.2424 3.8944
H 2.4563 0.5863 4.9858
C 2.6951 -3.6497 -2.1352
O 3.8085 -3.0594 -2.8133
P 5.3068 -3.4269 -2.2442
O 5.6876 -4.8562 -2.4314
O 5.2039 -2.8722 -0.7128
C 6.1522 -3.2456 0.2528
O 6.2884 -2.3938 -2.9473
C 6.7205 -2.5777 -4.3034
H 2.7829 -4.7112 -1.9038
H 1.7643 -3.5361 -2.6909
H 2.6077 -3.1839 -1.1536
H 6.8984 -3.8745 -0.2328
H 5.5648 -3.8322 0.9592
H 6.6973 -2.4309 0.7296
H 7.8098 -2.6111 -4.3225
H 6.3961 -1.7086 -4.8758
H 6.2884 -3.4217 -4.8412
C -0.0269 2.1274 4.3678
O -1.4320 2.2409 4.2337
P -2.4018 1.3756 5.2176
O -2.1632 -0.0954 5.1043
O -3.8690 1.8152 4.6809
C -4.3849 3.0668 4.9654
O -2.2690 2.0516 6.7065
C -2.5838 1.2157 7.8807
H 0.4799 2.2197 3.4072
H 0.2972 1.2679 4.9546
H 0.3770 2.9367 4.9760
H -4.1701 3.8865 4.2798
H -4.0019 3.4405 5.9150
H -5.4609 3.0704 5.1394
H -2.7210 0.1431 7.7432
H -3.5344 1.5879 8.2627
H -1.8850 1.2134 8.7171
C -5.7906 2.2234 1.5323
O -5.9561 3.0078 0.3731
P -5.4409 2.5031 -1.1117
O -5.6943 3.5213 -2.2067
O -3.9180 2.0342 -0.8791
C -2.8806 2.9106 -0.3788
O -6.2422 1.0732 -1.2577
C -6.1824 0.3119 -2.4521
H -5.0390 2.6826 2.1744
H -5.5399 1.1752 1.3692
H -6.7534 2.2060 2.0429
H -3.2090 3.8475 0.0711
H -2.1830 3.1433 -1.1834
H -2.2458 2.3954 0.3421
H -5.4779 -0.4875 -2.2225
H -5.8488 0.8971 -3.3091
H -7.1374 -0.2008 -2.5674
C 2.9288 -0.0416 0.0261
O 1.5465 -0.1541 -0.3007
P 0.3989 0.5654 0.7205
O 0.1666 2.0158 0.5541
O -0.9045 -0.3931 0.4843
C -2.1885 -0.1891 1.1489
O 0.8919 0.0827 2.2247
C 0.8554 -1.3023 2.6658
H 3.2481 0.9740 -0.2077
H 3.4611 -0.7986 -0.5499
H 3.1503 -0.2801 1.0663
H -2.9848 -0.0643 0.4152
H -2.0703 0.6813 1.7943
H -2.5335 -1.0375 1.7398
H 0.0121 -1.5165 3.3223
H 1.7244 -1.6385 3.2313
H 0.9009 -1.9392 1.7824
C 0.6610 3.4310 -4.5229
O -0.0911 2.4211 -5.0876
P 0.6634 1.1963 -5.7571
O 1.8012 1.4713 -6.6650
O -0.4695 0.3476 -6.4936
C -0.1766 -0.6794 -7.3713
O 1.0634 0.2570 -4.5119
C 2.2208 0.3449 -3.7098
H 0.3501 4.3705 -4.9800
H 1.7403 3.3862 -4.6685
H 0.5852 3.5249 -3.4397
H -0.7431 -1.5955 -7.2045
H 0.8859 -0.9087 -7.4536
H -0.4124 -0.2916 -8.3623
H 1.9175 0.3189 -2.6631
H 2.9512 1.0823 -4.0428
H 2.7335 -0.5965 -3.9071
C -1.5361 -1.1114 -3.0382
O -2.4356 -2.1028 -2.8457
P -2.0532 -3.6020 -2.2562
O -3.1525 -4.5796 -2.2046
O -0.7966 -4.1792 -3.2242
C -1.1279 -4.3381 -4.5549
O -1.4078 -3.2692 -0.7917
C -1.3452 -4.1704 0.2627
H -2.0882 -0.1762 -3.1317
H -1.1144 -1.2306 -4.0362
H -0.7279 -1.0610 -2.3085
H -0.2553 -4.3162 -5.2076
H -1.7919 -3.6431 -5.0690
H -1.5225 -5.3426 -4.7077
H -2.0382 -5.0117 0.2666
H -1.6468 -3.6921 1.1945
H -0.3574 -4.5484 0.5264
C -5.6012 -1.5319 2.0399
O -6.9014 -0.8987 2.0759
H -5.5527 -2.5485 2.4301
H -5.1567 -1.3952 1.0541
H -4.9999 -0.9151 2.7078
H -7.4342 -1.2728 1.3703
*
```

Properties
Expectation value of S²: 0.7623
HOMO level (alpha / beta): -12.020 / -12.020 eV
Kohn-Sham gap (alpha / beta): 9.35 / 2.02 eV

Entry 4:
DFT (ωB97M-V with the def2-TZVPD basis set) results for a cluster of 2 separate species, C2H5O2S in total in a non-equilibrium geometry.

Geometry as ORCA input:
```
! RIJCOSX wB97M-V def2-TZVPD def2/J DEFGRID3
* xyz -1 1
C 0.8676 -1.0234 -2.1218
S -0.2110 -1.7887 -0.7924
H 0.4190 -0.0477 -2.2186
H 0.8866 -1.6784 -3.0256
H 1.9156 -0.8941 -1.8474
O 0.1096 2.1291 2.3808
C -0.2953 1.9438 1.2546
O -0.4016 0.7844 0.6834
H -0.3369 2.7665 0.4888
H -0.6057 -0.3579 -0.0293
*
```

Properties
HOMO level: -4.089 eV
Relative energy (zero: lowest compared OMol25 entry of this formula, charge and spin): 118.92 kJ/mol
Kohn-Sham gap: 7.94 eV